Below is 2 unconnected molecules or ions with the total composition C4H11N2Si in a non-equilibrium geometry, with properties calculated with the ωB97M-V functional and the def2-TZVPD basis.

The geometry in XYZ format:
```
18
Properties=species:S:1:pos:R:3:forces:R:3
C -0.6509 1.6126 1.2242 -3.7 0.2 -1.8
C 1.4551 0.5570 -0.9697 -0.2 0.7 -1.5
C -1.3168 -0.9339 -0.7727 0.5 3.2 -1.9
C 0.6169 -1.0819 1.5109 -5.3 -3.3 -4.1
N 2.9438 -0.9289 1.8356 -0.3 -0.2 0.7
N 1.8459 -1.0580 1.8246 6.3 0.1 -0.8
Si -0.0195 0.2548 0.0957 -0.7 -1.1 0.1
H -1.6328 1.2522 1.8058 1.8 0.8 -1.7
H -0.0552 1.8876 2.0322 1.6 0.7 1.0
H -0.9004 2.5519 0.5379 0.4 -1.8 1.7
H 1.7019 -0.3572 -1.4937 0.1 -0.5 0.0
H 1.2792 1.2556 -1.8324 -0.5 -0.4 0.8
H 2.3714 0.9630 -0.5962 0.5 0.1 0.9
H -2.2886 -0.4393 -0.6872 -0.2 -0.6 0.7
H -1.2699 -1.0072 -1.9067 0.7 0.1 1.3
H -1.2188 -1.9009 -0.3880 -0.4 -1.4 0.7
H 0.1373 -1.1932 2.4083 -2.3 0.1 2.1
H 0.1100 -2.5734 0.8143 1.8 3.5 1.8
```
Positions in Å, forces in eV/Å.

Properties
- total charge = +1
- ΔE to the lowest compared entry with this formula, charge and spin (kcal/mol) = 51.5
- 2S+1 = 1
- HOMO energy (eV) = -15.243

***

Below is C4H11N3 in the gas phase in a non-equilibrium geometry, with properties calculated with the ωB97M-V functional and the def2-TZVPD basis.

The geometry in XYZ format:
```
18
Properties=species:S:1:pos:R:3:forces:R:3
C -0.0051 0.5726 1.6662 -0.2 -1.2 3.2
C -1.0310 -0.3950 1.1237 -2.2 1.4 -0.9
C -1.3453 -0.4614 -0.3855 -2.6 1.4 -1.2
N -0.3544 -0.9080 -1.3614 2.2 2.4 0.3
C 0.9804 -0.1967 -1.2717 0.6 -1.3 1.2
N 0.9682 1.1879 -1.4914 0.7 -0.1 -0.2
N 2.0188 -0.9073 -0.9439 -1.5 0.2 -0.6
H 0.0611 1.6470 1.4095 -0.5 -0.7 0.1
H -0.3135 0.3252 2.7849 1.1 1.8 -1.6
H 0.9570 0.0954 1.6726 0.8 0.2 -0.6
H -0.7129 -1.3528 1.3955 0.4 -1.6 0.7
H -1.9696 -0.1535 1.7517 0.9 -0.7 -1.6
H -1.6887 0.5938 -0.7159 0.5 -1.4 0.5
H -2.3021 -1.0848 -0.6119 1.6 0.9 0.7
H -0.2361 -1.9031 -1.3884 0.5 -0.2 0.3
H 0.1487 1.7376 -1.2676 0.2 -0.3 -0.3
H 1.8747 1.7075 -1.6022 -1.6 -1.1 0.5
H 2.9496 -0.5044 -0.7643 -1.0 0.5 -0.6
```
Positions in Å, forces in eV/Å.

Properties
- total charge = 0
- SMILES string = [H]/N=C(\N)NCCC
- ΔE to the lowest compared entry with this formula, charge and spin (kcal/mol) = 52.3
- 2S+1 = 1
- HOMO energy (eV) = -8.806

***

Below is a molecular structure, C4H11N3 in a non-equilibrium geometry, with properties calculated with the ωB97M-V functional and the def2-TZVPD basis.

The geometry in XYZ format:
```
18
Properties=species:S:1:pos:R:3:forces:R:3
C 0.7747 0.1557 0.2520 0.9 -1.0 -2.1
N 1.5622 -0.6172 1.1834 -0.3 0.0 0.7
N 1.2021 1.5177 0.0755 -0.5 0.0 0.1
N 0.2176 0.2201 -2.1358 -0.4 -0.3 0.5
C 0.3105 -0.4941 -0.9237 1.6 1.3 0.6
H 2.4362 -0.9721 0.8164 -0.1 0.0 -0.2
H 1.0393 -1.3711 1.6098 0.0 0.1 0.0
H 1.9860 1.5974 -0.5637 0.0 -0.1 0.0
H 1.4661 1.9369 0.9570 -0.1 -0.1 0.0
H 0.0142 1.1979 -1.9730 0.0 0.1 0.0
H -0.4265 -0.1882 -2.7993 0.0 0.1 0.0
H 0.5288 -1.5498 -1.0407 -0.3 0.0 0.2
C -1.7971 0.0704 1.3638 2.3 0.9 -0.2
C -2.1931 -0.6214 0.3619 0.8 -0.2 -1.8
H -1.2712 -0.7515 -0.4378 -1.5 -0.2 1.1
H -2.2598 0.5586 2.2037 -0.1 -0.2 0.1
H -0.4439 0.2967 1.0400 -2.2 -0.2 0.9
H -3.1463 -0.9860 0.0107 -0.1 -0.1 0.2
```
Positions in Å, forces in eV/Å.

Properties
- total charge = 0
- ΔE to the lowest compared entry with this formula, charge and spin (kcal/mol) = 113.5
- 2S+1 = 1
- HOMO energy (eV) = -7.434

***

Below is C4H11N3 in the gas phase in a non-equilibrium geometry, with properties calculated with the ωB97M-V functional and the def2-TZVPD basis.

The geometry in XYZ format:
```
18
Properties=species:S:1:pos:R:3:forces:R:3
C -2.1003 -0.3127 2.0997 -3.0 2.2 -1.9
C -0.6789 0.2398 1.9917 -0.2 -0.3 1.5
C -0.2704 0.7773 0.6234 2.9 -1.4 0.8
N 0.8017 -0.0965 0.0762 0.8 -0.8 -0.3
C 0.8837 -0.3132 -1.2967 0.9 1.0 2.3
N -0.1517 0.2740 -2.0187 1.3 -0.1 -1.2
N 1.9635 -0.8768 -1.7066 0.3 1.2 -2.3
H -2.5074 -0.8332 1.1818 1.1 -0.1 0.9
H -2.8238 0.6389 1.9778 1.4 -1.8 0.8
H -2.4459 -0.8658 2.9942 0.7 0.4 -0.4
H 0.0371 -0.4899 2.3563 0.2 -0.6 -0.6
H -0.5602 0.9409 2.8149 -0.2 0.8 -0.2
H -1.0149 0.6058 -0.0936 -1.6 0.4 -0.4
H 0.2034 1.7700 0.5798 -1.0 0.2 0.4
H 1.7779 -0.1334 0.4700 -1.9 0.2 -0.3
H -0.3756 1.2058 -1.5754 0.3 -1.2 -1.9
H 0.2162 0.1474 -3.0126 -1.5 1.2 1.5
H 2.1948 -0.4384 -2.6583 -0.5 -1.5 1.3
```
Positions in Å, forces in eV/Å.

Properties
- total charge = 0
- SMILES string = [H]/N=C(\N)NCCC
- ΔE to the lowest compared entry with this formula, charge and spin (kcal/mol) = 55.1
- 2S+1 = 1
- HOMO energy (eV) = -8.470

***

Below is 2 unconnected molecules or ions with the total composition C4H11N3 in a non-equilibrium geometry, with properties calculated with the ωB97M-V functional and the def2-TZVPD basis.

The geometry in XYZ format:
```
18
Properties=species:S:1:pos:R:3:forces:R:3
C -0.4620 -1.3093 0.9904 0.0 0.5 -0.1
N -0.2199 -0.2684 -0.0409 0.2 -0.3 -0.8
N -1.2685 -0.2648 -1.0232 -0.1 -0.1 0.4
C 1.2579 -0.5276 -0.9649 0.2 2.2 0.7
N 2.1742 -1.1591 -0.3240 -0.1 0.0 0.0
H -1.1389 0.5494 -1.6228 0.2 -0.1 0.1
H -2.1518 -0.1327 -0.5349 0.1 0.1 0.0
H 2.7619 -1.7022 -0.9519 -0.3 -0.1 0.2
H 0.9460 -0.7440 -1.9912 -0.2 0.2 0.1
H -1.1311 -0.9074 1.7501 0.0 -0.1 0.0
H 0.4994 -1.5648 1.4295 0.1 0.1 -0.1
H -0.8870 -2.1969 0.5257 0.0 0.2 -0.1
C 0.1668 1.0775 0.4678 -1.5 -0.2 1.6
C -0.7345 2.0880 0.6459 1.0 -0.6 -0.7
H -0.4109 2.9758 1.1723 0.0 -0.1 0.1
H 0.9743 0.9507 1.1864 0.2 0.1 -0.3
H 1.2468 0.9361 -0.7518 0.3 -1.7 -1.1
H -1.6227 2.1998 0.0376 -0.1 -0.2 0.1
```
Positions in Å, forces in eV/Å.

Properties
- total charge = 0
- ΔE to the lowest compared entry with this formula, charge and spin (kcal/mol) = 156.1
- 2S+1 = 1
- HOMO energy (eV) = -6.973

***

Below is C4H11N3 in the gas phase in a non-equilibrium geometry, with properties calculated with the ωB97M-V functional and the def2-TZVPD basis.

The geometry in XYZ format:
```
18
Properties=species:S:1:pos:R:3:forces:R:3
C -0.4122 1.1186 -1.4049 -0.9 1.1 0.9
C -0.7020 -0.2692 -0.8013 0.4 0.7 -0.8
C 0.2153 -0.5804 0.3513 -1.9 -1.3 -0.1
C 0.9469 -1.6981 0.3528 1.7 0.8 0.2
N 1.7924 -2.0518 1.3938 -0.7 -0.3 0.0
N -0.0883 0.0537 1.6162 0.2 0.9 -0.3
N -1.3681 2.1461 -0.9004 -0.3 -0.2 0.0
H 0.5759 1.4572 -1.1012 0.5 -0.4 -0.5
H -0.5479 1.1332 -2.4832 0.4 -0.2 -0.1
H -0.5965 -0.9525 -1.6476 0.1 -0.4 0.4
H -1.7561 -0.2946 -0.5055 0.0 0.0 0.1
H 1.1106 -2.2706 -0.5487 -0.3 -0.1 -0.1
H 2.6126 -2.5792 1.1627 0.1 0.1 0.1
H 1.8387 -1.3780 2.1396 0.2 -0.1 0.1
H -1.0995 0.0251 1.7659 0.2 -0.4 0.1
H 0.0506 1.0574 1.5052 0.4 0.0 0.2
H -1.5884 2.0030 0.0775 0.1 -0.1 0.0
H -0.9841 3.0800 -0.9722 0.0 0.0 -0.1
```
Positions in Å, forces in eV/Å.

Properties
- total charge = 0
- SMILES string = N/C=C(\N)CCN
- ΔE to the lowest compared entry with this formula, charge and spin (kcal/mol) = 41.8
- 2S+1 = 1
- HOMO energy (eV) = -7.761

***

Below is C4H11N3 in the gas phase in a non-equilibrium geometry, with properties calculated with the ωB97M-V functional and the def2-TZVPD basis.

The geometry in XYZ format:
```
18
Properties=species:S:1:pos:R:3:forces:R:3
C -1.7864 -0.1621 -0.5894 -1.3 0.4 1.7
C -1.1423 1.0897 0.1394 1.2 -1.2 -0.4
C 0.3400 0.7231 0.5980 -0.8 1.0 -1.3
N 3.1186 -0.2535 0.7269 -1.8 0.8 -0.2
C 2.3072 -0.3963 -0.2742 2.1 0.1 -0.8
N 1.0686 0.0895 -0.4764 -1.0 -0.3 1.2
N -1.5704 -1.4964 0.0592 3.2 2.1 1.9
H -1.5462 -0.1691 -1.6478 0.4 -0.2 -0.1
H -2.8757 -0.0472 -0.5127 0.1 0.6 -0.5
H -1.2715 2.0227 -0.4954 0.6 -1.2 0.6
H -1.5828 1.3287 1.0953 -0.8 -0.1 0.1
H 0.3492 0.1074 1.4983 0.0 0.1 -0.1
H 0.8798 1.6365 0.7480 0.1 0.7 1.0
H 4.0309 -0.5362 0.4017 0.1 -0.6 0.3
H 2.7206 -0.9297 -1.1184 -0.3 0.0 -0.8
H 0.6299 0.2914 -1.3575 0.8 -0.8 -0.4
H -2.4221 -1.9546 0.1205 -1.8 -1.0 0.1
H -1.2473 -1.3440 1.0845 -0.7 -0.4 -2.4
```
Positions in Å, forces in eV/Å.

Properties
- total charge = 0
- SMILES string = [H]/N=C/NCCCN
- ΔE to the lowest compared entry with this formula, charge and spin (kcal/mol) = 52.3
- 2S+1 = 1
- HOMO energy (eV) = -8.699